1.
{"formula": "C24H70ClN6O12", "method": "ωB97M-V/def2-TZVPD", "charge": -1, "energy_ev": -72048.9052, "species": ["Cl", "O", "O", "O", "O", "O", "H", "H", "O", "H", "H", "C", "C", "C", "O", "C", "N", "H", "H", "H", "H", "H", "H", "H", "H", "H", "H", "H", "C", "C", "C", "O", "C", "N", "H", "H", "H", "H", "H", "H", "H", "H", "H", "H", "H", "C", "C", "C", "O", "C", "N", "H", "H", "H", "H", "H", "H", "H", "H", "H", "H", "H", "C", "C", "C", "O", "C", "N", "H", "H", "H", "H", "H", "H", "H", "H", "H", "H", "H", "C", "C", "C", "O", "C", "N", "H", "H", "H", "H", "H", "H", "H", "H", "H", "H", "H", "C", "C", "C", "O", "C", "N", "H", "H", "H", "H", "H", "H", "H", "H", "H", "H", "H"], "positions_angstrom": [[0.176, 1.136, -1.504], [0.006, 2.355, -0.747], [-0.836, 1.099, -2.527], [1.493, 1.160, -2.124], [0.147, -0.005, -0.623], [0.673, -0.932, -4.348], [1.173, -0.450, -5.014], [0.369, -0.255, -3.737], [4.334, 0.928, -1.192], [3.610, 0.879, -1.830], [4.920, 0.203, -1.426], [-4.545, -1.455, 4.861], [-3.250, -2.189, 4.486], [-2.129, -1.199, 4.273], [-2.431, -0.384, 3.161], [-1.281, 0.119, 2.531], [-2.859, -3.084, 5.598], [-4.971, -0.809, 4.089], [-4.356, -0.839, 5.745], [-5.340, -2.169, 5.100], [-3.403, -2.796, 3.595], [-1.199, -1.754, 4.098], [-1.987, -0.603, 5.188], [-0.799, 0.864, 3.175], [-1.473, 0.552, 1.551], [-0.514, -0.646, 2.343], [-3.207, -2.712, 6.475], [-3.297, -3.989, 5.483], [-3.392, 2.266, 5.297], [-3.364, 3.545, 4.459], [-2.447, 3.398, 3.254], [-2.229, 4.672, 2.704], [-1.292, 4.672, 1.654], [-4.749, 3.879, 4.066], [-3.829, 1.435, 4.739], [-4.005, 2.467, 6.177], [-2.388, 1.961, 5.595], [-2.998, 4.355, 5.095], [-2.905, 2.724, 2.514], [-1.510, 2.929, 3.591], [-1.058, 5.697, 1.386], [-1.633, 4.088, 0.789], [-0.357, 4.170, 1.940], [-4.704, 4.539, 3.291], [-5.158, 3.052, 3.634], [3.187, -2.089, -0.520], [2.593, -2.623, -1.830], [3.070, -4.031, -2.103], [2.530, -4.503, -3.323], [3.410, -5.260, -4.086], [1.125, -2.563, -1.853], [4.277, -1.974, -0.614], [2.919, -2.764, 0.296], [2.816, -1.086, -0.304], [2.892, -1.971, -2.660], [2.742, -4.665, -1.265], [4.163, -4.005, -2.188], [2.955, -5.400, -5.067], [3.606, -6.261, -3.669], [4.375, -4.748, -4.210], [0.840, -1.622, -1.590], [0.760, -3.155, -1.105], [2.314, 4.182, -4.895], [2.000, 4.965, -3.631], [0.497, 5.145, -3.477], [0.266, 5.935, -2.335], [-1.092, 5.906, -1.980], [2.534, 4.194, -2.500], [1.929, 3.165, -4.787], [3.389, 4.137, -5.068], [1.873, 4.630, -5.792], [2.493, 5.940, -3.683], [0.051, 4.161, -3.283], [0.083, 5.609, -4.386], [-1.303, 6.460, -1.067], [-1.435, 4.875, -1.824], [-1.701, 6.353, -2.780], [2.187, 4.577, -1.627], [2.140, 3.262, -2.586], [-0.552, -6.253, -2.452], [-1.391, -5.755, -3.612], [-2.268, -4.592, -3.195], [-1.516, -3.471, -2.873], [-2.298, -2.325, -2.701], [-0.486, -5.351, -4.713], [0.099, -7.072, -2.762], [-1.156, -6.572, -1.603], [0.072, -5.403, -2.163], [-2.104, -6.517, -3.972], [-2.885, -4.882, -2.323], [-3.012, -4.359, -3.981], [-3.151, -2.503, -2.027], [-2.660, -1.953, -3.669], [-1.684, -1.551, -2.244], [-1.051, -5.287, -5.561], [0.108, -6.150, -4.931], [1.751, 2.385, 3.258], [2.740, 1.768, 2.295], [2.448, 0.319, 1.958], [2.496, -0.488, 3.114], [2.511, -1.854, 2.801], [2.799, 2.564, 1.062], [0.720, 2.419, 2.895], [2.061, 3.411, 3.467], [1.711, 1.837, 4.205], [3.735, 1.830, 2.752], [3.194, -0.017, 1.226], [1.448, 0.263, 1.501], [1.570, -2.146, 2.306], [2.608, -2.438, 3.714], [3.339, -2.109, 2.126], [3.431, 2.096, 0.417], [1.884, 2.507, 0.612]], "atomic_forces_ev_per_a": [[0.858, 1.179, 0.327], [-0.089, -0.154, 0.220], [0.013, -0.645, 0.019], [-0.109, -0.040, -0.332], [-0.714, -0.006, -0.063], [0.118, -0.120, -0.412], [-0.032, 0.061, 0.068], [-0.106, 0.147, 0.048], [0.181, -0.026, -0.105], [-0.226, 0.093, 0.124], [0.004, -0.018, 0.011], [-0.374, -0.158, -0.212], [-0.638, 0.219, 0.914], [0.309, -0.189, -0.371], [-0.281, -0.234, -0.225], [1.059, 0.233, 0.125], [0.055, -0.053, -0.271], [0.385, 0.043, -0.124], [-0.053, -0.005, 0.008], [0.145, -0.049, 0.110], [0.136, 0.059, -0.119], [-0.030, 0.044, 0.008], [-0.009, 0.056, -0.051], [-0.015, 0.046, -0.124], [-0.526, 0.091, 0.132], [-0.252, -0.219, 0.154], [0.077, 0.021, -0.009], [0.010, -0.005, 0.013], [-0.101, 0.295, -0.160], [-0.451, -0.443, -0.185], [0.065, -0.155, 0.439], [-0.049, 0.257, 0.101], [0.491, -0.781, -0.215], [0.138, -0.018, -0.283], [-0.009, 0.032, -0.057], [0.059, -0.204, 0.074], [-0.004, 0.074, 0.100], [0.110, 0.089, -0.162], [0.028, -0.029, 0.022], [0.111, 0.212, -0.197], [-0.170, 0.068, -0.075], [-0.222, 0.291, -0.063], [-0.036, 0.217, 0.206], [0.040, 0.193, 0.228], [0.017, -0.051, 0.189], [0.197, -0.033, -0.670], [-0.848, 0.774, 0.003], [-0.140, 0.310, -0.383], [-0.145, 0.124, 0.265], [0.163, -0.277, -0.195], [0.439, -0.307, 0.602], [-0.014, -0.299, 0.277], [0.180, 0.075, -0.066], [-0.219, -0.301, -0.132], [0.215, -0.129, -0.019], [0.238, -0.192, -0.057], [0.053, -0.209, 0.308], [0.015, 0.066, -0.003], [0.001, 0.079, 0.118], [0.001, -0.050, -0.066], [0.042, -0.197, -0.171], [-0.028, -0.036, -0.118], [-0.077, 0.124, -0.288], [0.032, -0.604, 0.289], [0.481, -0.013, -0.025], [-0.127, 0.472, 0.350], [-0.577, -0.169, -0.302], [0.154, 0.362, -0.383], [0.037, -0.026, -0.114], [0.051, -0.107, 0.160], [-0.104, -0.008, 0.124], [-0.104, 0.071, 0.149], [-0.085, -0.077, -0.420], [-0.257, -0.023, 0.146], [0.464, 0.123, 0.048], [0.045, 0.017, -0.026], [-0.033, -0.067, 0.043], [0.022, -0.013, 0.020], [0.100, -0.137, 0.302], [0.233, 0.376, -0.102], [-0.030, -0.018, -0.449], [-0.713, 0.193, 0.065], [0.234, -0.139, 0.136], [-0.046, 0.340, 0.144], [-0.498, -0.673, -0.349], [-0.005, -0.047, 0.041], [-0.075, -0.023, -0.026], [0.104, -0.166, 0.125], [0.124, -0.166, 0.305], [0.087, -0.189, -0.056], [0.262, 0.012, -0.165], [-0.009, -0.075, -0.116], [-0.097, -0.020, 0.060], [0.109, -0.037, -0.105], [0.021, 0.401, 0.122], [0.162, 0.143, 0.282], [-0.104, 0.127, 0.563], [0.157, 0.242, -0.280], [-0.115, 0.223, -0.033], [0.222, -0.133, 0.489], [-0.229, -0.145, -0.205], [-0.258, -0.253, 0.053], [0.162, -0.072, -0.356], [-0.070, -0.005, 0.016], [0.138, -0.018, -0.064], [-0.040, -0.128, 0.060], [-0.118, 0.057, 0.145], [0.132, -0.108, -0.139], [0.120, -0.043, -0.038], [0.010, 0.135, 0.147], [-0.073, 0.107, 0.220], [0.051, 0.199, -0.059], [0.073, 0.164, -0.020]]}

2.
{"formula": "C24H70N6O8", "method": "ωB97M-V/def2-TZVPD", "energy_ev": -51340.0969, "smiles": "COC[C@H](C)N.COC[C@H](C)N.COC[C@H](C)N.COC[C@H](C)N.COC[C@H](C)N.COC[C@H](C)N.O.O", "species": ["C", "O", "C", "C", "C", "N", "H", "H", "H", "H", "H", "H", "H", "H", "H", "H", "H", "C", "O", "C", "C", "C", "N", "H", "H", "H", "H", "H", "H", "H", "H", "H", "H", "H", "C", "O", "C", "C", "C", "N", "H", "H", "H", "H", "H", "H", "H", "H", "H", "H", "H", "C", "O", "C", "C", "C", "N", "H", "H", "H", "H", "H", "H", "H", "H", "H", "H", "H", "C", "O", "C", "C", "C", "N", "H", "H", "H", "H", "H", "H", "H", "H", "H", "H", "H", "C", "O", "C", "C", "C", "N", "H", "H", "H", "H", "H", "H", "H", "H", "H", "H", "H", "O", "H", "H", "O", "H", "H"], "positions_angstrom": [[0.701, 3.063, -0.358], [0.708, 3.570, -1.668], [0.134, 2.641, -2.570], [0.296, 3.186, -3.986], [-0.500, 4.464, -4.163], [-0.058, 2.209, -5.015], [-0.348, 2.971, -0.036], [1.179, 3.732, 0.357], [1.175, 2.078, -0.296], [0.665, 1.682, -2.473], [-0.918, 2.458, -2.297], [1.363, 3.424, -4.067], [-1.566, 4.229, -4.065], [-0.369, 4.836, -5.183], [-0.199, 5.262, -3.491], [0.113, 1.265, -4.670], [-1.071, 2.216, -5.123], [3.225, 1.176, 5.803], [2.640, 1.208, 4.526], [1.281, 1.610, 4.584], [0.802, 1.922, 3.176], [-0.629, 2.437, 3.231], [0.775, 0.701, 2.344], [4.236, 0.778, 5.749], [2.648, 0.557, 6.500], [3.285, 2.191, 6.216], [0.673, 0.809, 5.025], [1.213, 2.501, 5.224], [1.481, 2.671, 2.767], [-1.075, 2.459, 2.237], [-0.731, 3.424, 3.684], [-1.244, 1.760, 3.834], [0.121, 0.067, 2.816], [1.654, 0.214, 2.541], [2.425, -0.211, -3.409], [2.050, 0.727, -4.412], [2.658, 1.972, -4.236], [2.469, 2.845, -5.465], [2.847, 2.059, -6.725], [3.281, 4.040, -5.302], [2.030, -1.185, -3.693], [1.860, 0.088, -2.517], [3.505, -0.271, -3.257], [2.306, 2.509, -3.341], [3.744, 1.850, -4.070], [1.430, 3.173, -5.544], [3.862, 1.664, -6.636], [2.827, 2.719, -7.597], [2.148, 1.249, -6.933], [4.255, 3.846, -5.086], [3.349, 4.613, -6.134], [-2.547, -0.065, 0.309], [-2.964, 0.251, -1.001], [-3.960, 1.256, -1.045], [-5.355, 0.796, -0.595], [-5.891, -0.251, -1.566], [-6.293, 1.920, -0.575], [-1.827, -0.884, 0.238], [-3.368, -0.502, 0.888], [-2.050, 0.783, 0.788], [-3.669, 2.103, -0.406], [-4.010, 1.569, -2.089], [-5.284, 0.336, 0.392], [-5.932, 0.190, -2.567], [-6.873, -0.614, -1.269], [-5.213, -1.102, -1.652], [-5.918, 2.708, -0.059], [-6.415, 2.234, -1.533], [4.634, -7.204, 0.913], [3.462, -6.408, 0.999], [3.593, -5.130, 0.415], [2.283, -4.378, 0.666], [1.116, -5.047, -0.050], [2.359, -2.980, 0.226], [4.804, -7.574, -0.098], [4.463, -8.027, 1.606], [5.480, -6.637, 1.316], [4.416, -4.611, 0.926], [3.770, -5.194, -0.667], [2.109, -4.392, 1.744], [0.176, -4.708, 0.387], [1.179, -6.130, 0.060], [1.101, -4.841, -1.122], [3.090, -2.493, 0.741], [2.670, -2.947, -0.743], [-0.867, -2.236, 3.022], [-0.928, -1.169, 3.952], [-1.733, -1.463, 5.071], [-3.207, -1.619, 4.752], [-3.740, -0.468, 3.880], [-3.970, -1.808, 5.976], [-0.025, -2.093, 2.346], [-1.764, -2.349, 2.403], [-0.743, -3.188, 3.552], [-1.401, -2.378, 5.580], [-1.585, -0.643, 5.782], [-3.314, -2.533, 4.157], [-4.794, -0.637, 3.655], [-3.224, -0.439, 2.917], [-3.622, 0.496, 4.378], [-3.993, -0.945, 6.511], [-4.938, -2.016, 5.768], [-0.109, -1.990, -2.562], [-0.897, -2.325, -2.126], [0.364, -1.525, -1.856], [0.752, -0.624, -0.203], [1.265, -1.413, 0.053], [0.629, -0.118, 0.618]], "atomic_forces_ev_per_a": [[-0.674, -0.220, 0.208], [0.376, 0.173, 0.034], [-0.079, -0.032, 0.113], [-0.906, 0.618, 1.487], [-0.268, -0.156, -0.748], [-1.824, -0.387, 0.611], [0.077, -0.246, 0.142], [0.207, 0.255, -0.368], [-0.012, 0.000, -0.015], [-0.224, 0.038, -0.038], [-0.027, 0.016, -0.115], [-1.775, 0.817, 0.545], [-0.038, 0.239, 0.210], [0.059, -0.001, -0.007], [-0.045, -0.146, 0.237], [0.417, 0.190, -0.227], [0.017, 0.298, -0.136], [-0.028, 0.180, 0.333], [0.010, -0.199, -0.140], [0.406, 0.269, 0.075], [-0.661, -0.275, 0.239], [-0.307, 0.145, 0.203], [0.571, -0.495, 0.648], [-0.029, -0.054, -0.258], [-0.020, -0.026, -0.041], [-0.024, -0.042, 0.049], [-0.063, 0.005, 0.013], [-0.159, 0.012, -0.056], [-0.020, -0.121, -0.293], [0.116, 0.094, -0.042], [0.188, 0.035, -0.073], [0.054, -0.087, -0.052], [-0.131, 0.436, -0.165], [0.152, 0.221, -0.332], [-1.129, 0.306, -0.012], [0.626, -0.791, -0.045], [1.328, 0.280, 0.305], [1.153, -0.216, -1.863], [-0.157, 0.109, -0.146], [0.726, 0.630, 0.555], [0.093, 0.022, -0.214], [0.684, -0.261, 0.428], [0.030, 0.204, 0.066], [0.579, -0.686, -0.003], [0.017, -0.164, -0.230], [1.259, -0.363, -1.013], [0.012, -0.127, -0.022], [0.017, 0.079, 0.059], [0.088, -0.065, 0.158], [-0.076, -0.339, 0.177], [-0.524, -0.113, -0.119], [0.047, -0.851, -0.355], [-0.056, 0.031, 0.011], [0.040, -0.254, 0.387], [0.051, -0.260, -0.637], [0.325, -0.024, -0.062], [0.089, -0.095, 0.069], [0.219, 0.255, -0.218], [-0.064, 0.522, 0.183], [-0.226, 0.046, 0.223], [0.124, 0.087, -0.153], [-0.019, 0.177, 0.030], [-0.117, 0.243, 0.172], [-0.239, -0.018, 0.010], [-0.061, 0.091, -0.046], [0.033, 0.021, 0.151], [0.009, -0.040, 0.048], [-0.112, 0.077, 0.047], [-0.508, 0.300, 0.811], [0.030, -0.116, -0.274], [-0.391, -0.138, 0.532], [0.010, -0.102, -0.512], [-0.047, -0.321, 0.259], [0.535, 0.235, 0.160], [0.172, 0.069, -0.060], [0.067, -0.190, -0.244], [0.210, -0.054, -0.355], [0.106, 0.163, -0.302], [0.199, 0.003, -0.014], [-0.052, 0.043, 0.012], [-0.057, 0.028, -0.144], [-0.047, 0.029, 0.124], [0.112, 0.228, 0.025], [-0.027, -0.068, 0.039], [-0.177, -0.069, -0.051], [-0.086, -0.574, 0.051], [-0.050, -0.247, -0.299], [-0.072, 0.025, 0.680], [-0.623, 0.345, -0.857], [0.254, -0.398, -0.119], [0.175, 0.025, 0.343], [0.073, 0.147, 0.085], [-0.087, 0.289, 0.087], [0.159, 0.027, -0.019], [0.139, 0.010, -0.132], [-0.038, 0.077, -0.104], [-0.058, -0.067, 0.134], [-0.063, 0.084, 0.131], [0.076, 0.160, 0.206], [-0.021, 0.034, 0.006], [0.107, -0.009, 0.009], [0.029, -0.122, -0.089], [0.186, -0.231, -0.080], [-0.055, 0.070, -0.024], [-0.311, 0.217, 0.041], [0.143, -0.304, -0.107], [-0.132, -0.060, 0.065], [0.014, 0.392, 0.001]]}